# 1
This record from the OMol25 dataset describes C17H11N3O5Pd as an isolated structure. The level of theory is the ωB97M-V functional and the def2-TZVPD basis.

Geometry as ORCA input:
```
! wB97M-V def2-TZVPD RIJCOSX def2/J DEFGRID3
* xyz 0 1
C 2.024 0.047 -2.337
C -2.699 0.746 0.027
C -3.858 -1.510 0.027
O 0.786 0.100 2.024
H -4.832 -1.046 0.027
N 2.384 0.024 0.017
H -0.435 3.084 0.032
O 0.772 0.101 -1.982
O 6.413 -0.096 0.060
O 2.474 0.037 3.504
Pd 0.474 0.100 0.024
C -1.431 2.661 0.030
C 5.064 -0.055 0.006
C -3.876 1.484 0.027
H -2.372 -4.548 0.028
C 2.042 0.047 2.373
N -1.485 -1.319 0.026
H 4.906 -0.047 2.171
C -2.499 -3.475 0.027
H 4.868 -0.046 -2.168
C -1.391 -2.644 0.026
C -3.755 -2.893 0.027
C 4.383 -0.034 1.226
H -0.387 -3.050 0.026
H -4.648 -3.503 0.028
N -1.501 1.333 0.028
H 6.779 -0.107 -0.833
H -2.443 4.546 0.033
H -4.702 3.461 0.029
C 3.008 0.007 1.190
C -2.691 -0.757 0.026
O 2.455 0.039 -3.469
H -4.841 1.002 0.026
C -3.798 2.867 0.029
C 4.371 -0.033 -1.206
C 2.995 0.008 -1.159
C -2.553 3.471 0.031
*
```

**E_LUMO**: -0.38 eV
**Orbital gap**: 8.31 eV

# 2
This record from the OMol25 dataset describes a 3-piece molecular cluster, C12H18O9 overall in a non-equilibrium geometry. The level of theory is the ωB97M-V functional and the def2-TZVPD basis.

Geometry as ORCA input:
```
! wB97M-V def2-TZVPD RIJCOSX def2/J DEFGRID3
* xyz 0 1
H -2.397 0.027 1.373
H -7.930 -0.354 -4.118
H 8.296 -0.562 -0.122
C -8.445 -3.487 -2.647
O 7.790 1.983 3.170
C -6.853 -1.941 -3.134
H -8.105 -0.372 -2.353
C -1.515 0.570 1.035
O -9.550 -3.951 -2.666
H -5.976 -2.195 -3.729
O -1.466 3.925 0.630
H 10.005 0.163 -0.079
C -6.727 -2.400 -1.674
H -1.230 -0.602 -0.843
H 9.188 -0.210 2.224
C 8.917 1.877 2.211
C -7.393 -0.454 -3.175
O 5.648 1.252 3.141
H 8.893 2.773 1.590
H -1.167 0.751 3.207
C -0.678 -0.161 -0.014
O -1.948 1.768 0.347
H 0.268 0.635 2.265
C 8.675 0.511 1.588
C 6.822 1.166 2.781
O -7.700 -3.474 -1.551
H -6.572 0.190 -2.857
H -7.037 -1.584 -1.020
C -1.372 2.789 0.980
O -7.781 -2.786 -3.558
H -0.167 -1.000 0.459
H 8.692 1.155 -0.538
H 9.877 1.916 2.725
C 8.936 0.296 0.086
H 0.018 0.578 -0.411
O -0.777 2.341 2.011
H -5.695 -2.601 -1.390
O 7.191 0.413 1.800
C -0.738 1.055 2.252
*
```

**E_LUMO**: 0.28 eV
**Orbital gap**: 10.87 eV
**Relative energy (zero: lowest compared OMol25 entry of this formula, charge and spin)**: 60.40 kcal per mole

# 3
This record from the OMol25 dataset describes C27H36F5FeO27 as an isolated structure in a non-equilibrium geometry. The level of theory is the ωB97M-V functional and the def2-TZVPD basis.

Geometry as ORCA input:
```
! wB97M-V def2-TZVPD RIJCOSX def2/J DEFGRID3
* xyz 0 6
H 4.899 -1.616 0.511
O -1.130 -2.144 -3.545
O 4.372 -0.960 4.525
F -4.465 1.901 2.601
C 2.770 3.596 -2.314
H 3.054 -2.211 5.593
H 1.632 1.184 -0.684
H 2.157 4.098 -1.560
C -3.054 0.023 -0.933
O -0.706 0.015 -3.799
O -1.175 4.322 -0.022
O 0.754 -1.212 0.936
H 0.436 -3.559 -5.948
H -0.481 5.141 -4.127
O -2.586 -1.302 -0.812
C 0.879 -5.953 -0.012
H -5.130 0.697 -0.546
H 2.995 -0.571 6.084
H -3.192 2.700 1.300
F -1.126 -5.521 -1.999
H 3.497 -0.446 0.734
O -4.030 4.118 2.573
C 0.652 0.787 -0.413
O 3.107 4.522 -3.321
O 1.051 -4.740 -0.612
C -0.639 -3.348 -4.150
O 4.542 -1.069 2.403
C -0.199 -4.037 -0.483
O 1.740 -6.632 0.434
O -1.569 -1.919 2.383
C -1.476 3.383 -3.271
H 0.540 -5.165 5.519
H -3.990 -2.070 3.357
O -0.763 5.115 -2.052
C -0.330 -2.884 -5.573
H 3.340 -2.179 1.121
O -1.790 3.172 -1.888
H 0.265 0.139 -1.192
C -3.501 2.829 2.336
H -0.389 -3.213 -1.165
H -4.165 -0.510 2.545
H 6.091 5.212 -5.516
C -4.540 -0.115 -0.966
C -2.326 2.764 3.257
O -0.431 -6.259 0.076
H 4.398 -1.530 6.504
O -2.075 4.100 3.642
H -1.475 -4.039 -4.073
F -2.650 0.719 0.183
O 0.865 -3.334 2.882
C -3.597 -2.085 -0.414
O -0.072 -1.533 -5.374
H -2.150 -5.166 -0.341
O -3.494 -3.192 -0.003
O 0.756 0.596 2.017
O 5.312 4.064 -3.351
C -0.689 -1.093 -4.236
O 0.469 -2.537 4.792
H 3.673 3.377 -1.737
H -4.863 -0.143 -2.017
C -1.112 -5.240 -0.647
C -3.617 -1.050 3.319
C -1.275 4.212 -1.201
O -4.781 -1.382 -0.378
C 1.281 -4.824 4.802
H 1.372 -5.561 4.007
O -3.380 5.938 3.692
H 6.432 6.351 -4.243
C 0.774 0.061 0.886
C 0.819 -3.555 4.112
H 2.184 -4.498 5.311
H -1.543 2.165 2.799
H -2.325 3.137 -3.905
C 3.689 -0.999 3.408
H 2.249 2.709 -2.665
H -2.641 2.157 4.115
H -0.008 1.632 -0.210
H 5.612 6.788 -5.820
C 3.685 -1.329 5.710
H 0.208 -3.747 -3.592
O 2.489 -1.101 3.313
C -2.170 -1.061 3.079
C 5.691 6.087 -4.993
H -3.825 -0.498 4.233
Fe 0.421 -1.304 3.064
C -1.202 4.865 -3.362
O -1.342 -0.377 3.767
F -1.473 -2.982 -6.326
H -0.647 2.748 -3.585
H -0.228 -3.609 0.519
C 4.024 -1.330 1.086
C 4.353 4.723 -3.670
O 4.436 5.831 -4.396
C -3.197 4.817 3.354
H -2.558 0.450 -1.804
F -2.393 5.494 -3.633
*
```

**E_LUMO (alpha / beta)**: 0.08 / -1.16 eV
**Orbital gap (alpha / beta)**: 10.16 / 8.94 eV

# 4
This record from the OMol25 dataset describes a 2-piece molecular cluster, H5N2O2PS overall in a non-equilibrium geometry. The level of theory is the ωB97M-V functional and the def2-TZVPD basis.

Geometry as ORCA input:
```
! wB97M-V def2-TZVPD RIJCOSX def2/J DEFGRID3
* xyz 0 1
H 1.601 1.632 -0.481
P -0.323 2.222 0.726
H 0.342 -0.340 1.287
H -1.459 -0.861 0.197
N 0.924 1.219 0.182
O -1.002 1.855 1.985
H 1.365 -0.718 0.023
N 1.213 -0.031 0.864
O -1.226 -0.822 -0.717
H -1.601 -1.567 -1.180
S -0.606 3.837 -0.484
*
```

**E_LUMO**: 0.02 eV
**Orbital gap**: 9.20 eV
**Relative energy (zero: lowest compared OMol25 entry of this formula, charge and spin)**: 36.03 kcal per mole

# 5
This record from the OMol25 dataset describes a 5-piece molecular cluster, C28H28Br2F32NO4 overall in a non-equilibrium geometry. The level of theory is the ωB97M-V functional and the def2-TZVPD basis.

Geometry as ORCA input:
```
! wB97M-V def2-TZVPD RIJCOSX def2/J DEFGRID3
* xyz 1 1
F -1.281 1.124 2.091
C 0.216 2.223 3.558
C 1.248 -1.181 -6.203
F 4.423 1.787 -3.554
F -1.264 -6.475 -6.162
H -3.824 -3.767 2.861
C -1.423 -1.601 5.340
H -0.843 4.377 2.232
H 0.330 3.100 4.200
F 4.305 -0.605 -4.848
C 3.484 0.890 -3.184
H 3.312 0.964 -2.112
C -2.747 -1.532 3.231
C 0.049 -8.470 -3.616
C -1.806 -2.181 4.199
C -0.544 -5.558 -5.486
F -1.120 -10.467 -3.763
F 5.030 6.968 4.032
H -6.563 1.229 2.342
C -6.552 1.193 3.429
C 3.964 -0.519 -3.550
F 1.935 2.451 -1.203
H -2.405 3.672 1.907
H -6.419 -4.237 3.426
F 5.082 -0.753 -2.826
F 0.946 6.539 1.804
H -7.569 1.007 3.771
F 3.977 9.537 3.443
H 1.100 -8.732 -3.740
H 2.223 9.058 1.914
F 2.340 1.185 -3.836
H 3.144 -2.681 -4.895
F -2.036 -8.714 -4.696
C 0.163 3.481 -0.057
H -1.221 -4.932 -4.902
C 2.432 -2.317 -4.153
F 1.380 -6.948 -5.301
H 6.451 7.460 2.719
H 0.606 -10.438 -5.672
Br -5.170 0.264 5.750
C -0.297 -9.842 -5.829
F 0.786 1.207 0.185
F -1.228 -10.614 -6.428
C -5.109 -0.851 3.184
C -1.101 2.282 2.777
O -1.095 3.294 0.469
H -2.697 -1.975 2.239
C -0.860 -9.343 -4.494
C 1.142 -1.803 -4.807
C 5.736 7.927 3.397
F 0.094 -4.798 -6.403
F 2.013 -0.074 -6.183
F 0.193 1.108 4.339
Br -5.493 -1.132 1.374
F 1.148 -5.322 -3.885
C 2.678 8.094 1.682
H 2.122 -3.187 -3.579
F 0.517 -0.951 -3.961
H -1.247 -2.216 6.215
O -0.156 -7.068 -3.661
H -5.813 -3.677 5.088
F -0.018 -8.810 -6.649
N -4.161 -1.815 3.747
C -5.660 -3.732 4.012
C 2.045 6.962 2.504
C -1.334 3.481 1.849
O 3.045 -1.473 -3.197
F -2.088 2.330 3.727
H -6.203 2.164 3.773
F 0.327 -2.889 -4.962
F 0.056 4.415 -1.025
F 5.563 9.755 1.977
F 0.008 -0.827 -6.612
H -2.630 -0.453 3.162
F 2.502 7.692 4.721
H 0.044 1.890 -1.535
F 1.266 2.124 2.732
C 1.516 7.295 3.902
C -5.622 0.133 3.915
H -4.083 -1.714 4.769
H -0.215 -8.741 -2.595
C 4.790 8.851 2.618
C 0.471 -6.272 -4.580
H 2.407 7.869 0.651
H 1.661 -1.901 -6.915
F 6.394 8.654 4.324
C -4.557 -3.227 3.445
H -1.399 -3.153 3.936
F 0.962 6.168 4.429
H 0.746 8.069 3.853
H -1.204 -0.542 5.429
F 1.008 3.951 0.871
O 4.087 8.162 1.663
C 0.697 2.206 -0.720
F 2.894 5.917 2.575
*
```

**E_LUMO**: -3.92 eV
**Orbital gap**: 9.08 eV

# 6
This record from the OMol25 dataset describes C29H35AlCaF2N2O17PS3 as an isolated structure in a non-equilibrium geometry. The level of theory is the ωB97M-V functional and the def2-TZVPD basis.

Geometry as ORCA input:
```
! wB97M-V def2-TZVPD RIJCOSX def2/J DEFGRID3
* xyz -1 1
O -0.660 3.348 -1.275
C -0.075 3.248 -4.070
H -8.938 -7.088 7.274
H 5.634 0.877 -7.233
S -5.357 0.562 4.000
O -1.603 2.257 0.461
C -2.092 -1.630 3.357
S 5.956 5.324 -8.073
O 2.876 0.281 -10.655
H -4.400 -5.896 6.848
H -0.975 3.549 -3.548
H -3.526 -0.182 2.461
H -2.761 -2.999 5.667
H 6.905 -1.282 -3.759
H -3.528 0.224 6.690
C -2.703 -3.634 4.779
N 5.061 5.197 -9.356
H 4.956 -0.439 -2.498
C 5.486 0.592 -6.198
C 2.988 1.156 -3.386
H 0.383 4.856 0.410
C -3.030 -2.880 3.475
O 5.054 7.631 -10.142
C -0.219 4.111 0.931
C -3.641 0.213 4.560
H -1.726 -6.051 6.192
C 2.233 2.455 -5.413
H -1.679 -4.025 4.687
O -7.998 -7.246 7.182
H 7.231 -0.643 -6.127
C 2.002 2.027 -4.086
H -0.548 4.333 -5.865
C -3.436 -0.533 5.899
O 2.818 0.820 -2.236
H -0.394 -5.018 7.960
C -1.915 -3.851 8.932
O -3.163 1.526 4.826
C 4.184 0.691 -4.146
H 0.430 3.553 1.610
O -6.525 -1.415 6.689
C -3.643 -5.122 6.593
C 0.166 3.685 -5.372
C 3.440 2.007 -6.152
C 6.383 -0.261 -5.574
H -2.382 -6.442 7.779
H -5.918 -0.625 3.662
F 6.900 6.565 -8.398
H -2.526 -4.536 9.537
H -1.328 -1.688 4.143
Al -6.123 -4.631 6.192
H 0.648 2.096 -2.412
O 4.525 -0.369 -8.891
H -4.611 -4.655 4.609
C -2.826 -0.281 3.289
C -3.613 -4.871 5.029
O 3.137 6.820 -8.870
C 4.387 1.079 -5.486
C 0.846 2.424 -3.426
C 1.314 3.291 -6.047
H -2.503 -2.962 8.673
O -0.998 2.089 5.170
H -0.979 4.627 1.519
H -1.078 -3.550 9.573
O 5.307 5.723 -6.858
H -1.700 1.328 2.260
N -5.512 -0.880 6.907
P 4.353 0.278 -10.261
C -1.670 0.790 3.221
H -1.059 -3.759 6.950
C -1.339 -4.538 7.668
H -1.550 -1.730 2.406
C 5.099 -0.150 -3.530
O 4.834 1.723 -10.269
O 5.172 -0.460 -11.310
Ca 2.023 0.043 -6.590
H 1.495 3.631 -7.062
O -4.474 -1.503 6.181
C 6.195 -0.623 -4.243
C -1.801 1.581 4.518
H -3.208 -5.773 4.560
H -2.783 -3.573 2.657
C -2.243 -5.623 7.062
S 4.270 6.525 -9.695
H -4.097 -2.631 3.404
H -2.438 -0.970 6.008
H -3.904 -4.183 7.114
H -0.724 0.238 3.286
O 3.638 2.378 -7.293
C -0.891 3.146 -0.056
F 3.578 6.041 -11.048
O 6.906 4.261 -7.949
*
```

**E_LUMO**: -2.62 eV
**Orbital gap**: 2.80 eV

# 7
This record from the OMol25 dataset describes a 2-piece molecular cluster, C7H10F3N2O2 overall in a non-equilibrium geometry. The level of theory is the ωB97M-V functional and the def2-TZVPD basis.

Geometry as ORCA input:
```
! wB97M-V def2-TZVPD RIJCOSX def2/J DEFGRID3
* xyz 1 1
H 0.801 -2.013 -3.581
H 2.454 -0.177 1.445
F -2.167 -1.910 0.153
H -0.971 -1.391 -3.953
H 2.230 1.431 1.410
C -1.447 -0.792 0.613
O -3.219 0.413 -0.643
H 3.807 0.984 3.356
F -1.623 -0.700 1.891
H 2.768 -0.200 4.029
H 1.061 0.590 2.217
C -0.162 -1.592 -3.237
N 2.857 0.632 3.387
F -0.169 -1.003 0.323
C 0.016 -0.509 -2.427
C -1.968 0.350 -0.294
C 0.041 1.481 -0.834
H -0.612 -2.381 -2.700
H -3.742 -0.393 -0.438
O 0.871 2.360 -0.735
H -1.790 2.397 -0.263
C 0.102 0.370 -1.633
N -1.274 1.514 -0.270
C 2.133 0.540 2.186
*
```

**E_LUMO**: -6.61 eV
**Orbital gap**: 4.66 eV
**Relative energy (zero: lowest compared OMol25 entry of this formula, charge and spin)**: 51.99 kcal per mole

# 8
This record from the OMol25 dataset describes the molecule C15H23NO3. The level of theory is the ωB97M-V functional and the def2-TZVPD basis.

Geometry as ORCA input:
```
! wB97M-V def2-TZVPD RIJCOSX def2/J DEFGRID3
* xyz 0 1
C -7.887 -0.148 0.057
H 6.262 -0.203 1.947
O -6.862 0.811 -0.010
C -4.588 1.362 -0.062
C -5.566 0.375 0.016
H 8.768 0.801 0.433
H -8.819 0.414 0.016
H 1.923 0.891 -1.246
C 6.652 0.678 0.017
H -5.894 -1.750 0.179
N 4.345 0.262 -0.784
H 4.201 1.171 -1.194
H 5.651 -1.222 -0.279
H 5.215 1.160 1.564
H -3.512 -2.306 0.202
H -0.539 0.923 0.782
H 8.390 0.099 -1.140
C -3.244 1.040 -0.048
O 3.426 -1.444 0.368
C -2.847 -0.291 0.045
C -5.169 -0.955 0.113
H -7.847 -0.841 -0.790
C 1.993 0.389 -0.279
C 5.698 -0.241 -0.758
H 6.609 1.678 -0.434
H 0.924 -1.085 0.864
H 8.147 -0.846 0.330
H -2.519 1.836 -0.109
H 6.057 -0.364 -1.786
H 1.997 1.156 0.502
C 3.310 -0.374 -0.187
H 0.776 -1.285 -0.876
C -0.516 0.217 -0.062
C 6.230 0.778 1.479
H 6.895 1.445 2.024
C 8.079 0.150 -0.099
O -1.555 -0.728 0.062
H -4.902 2.391 -0.135
H -0.632 0.787 -0.996
H -7.849 -0.715 0.993
C 0.804 -0.545 -0.075
C -3.826 -1.277 0.127
*
```

**E_LUMO**: 0.72 eV
**Orbital gap**: 8.55 eV
**Relative energy (zero: lowest compared OMol25 entry of this formula, charge and spin)**: 45.63 kcal per mole

# 9
This record from the OMol25 dataset describes a 2-piece molecular cluster, C3H10S3 overall in a non-equilibrium geometry. The level of theory is the ωB97M-V functional and the def2-TZVPD basis.

Geometry as ORCA input:
```
! wB97M-V def2-TZVPD RIJCOSX def2/J DEFGRID3
* xyz 0 1
S 1.577 2.494 0.003
H 0.049 -2.614 0.098
H 1.768 1.373 2.254
H 2.025 0.182 -1.037
H -2.650 -1.818 1.529
C -0.637 -2.736 0.975
H -0.885 -3.790 1.013
H 2.351 3.037 2.396
H 3.345 1.742 1.403
S 0.727 0.601 -0.852
S -2.369 -1.669 -1.020
H -2.798 -2.997 -1.026
H -1.315 -0.801 0.894
C 2.325 2.078 1.610
C -1.828 -1.782 0.834
H -0.012 -2.497 1.872
*
```

**E_LUMO**: -0.07 eV
**Orbital gap**: 8.95 eV
**Relative energy (zero: lowest compared OMol25 entry of this formula, charge and spin)**: 27.20 kcal per mole

# 10
This record from the OMol25 dataset describes a 2-piece molecular cluster, C8H16O overall in a non-equilibrium geometry. The level of theory is the ωB97M-V functional and the def2-TZVPD basis.

Geometry as ORCA input:
```
! wB97M-V def2-TZVPD RIJCOSX def2/J DEFGRID3
* xyz 0 1
H 1.575 0.231 0.817
H 0.770 -0.340 -2.407
H 1.216 2.665 -1.873
H 0.450 2.226 -3.393
C -0.494 -1.249 -0.646
H 3.046 -1.844 1.320
C 2.038 -1.839 0.905
H -0.475 3.218 -2.383
C 0.226 2.373 -2.365
H 2.532 -1.817 -0.163
H 0.174 -2.156 -0.807
C 1.104 -0.698 1.217
H 1.793 -2.848 1.188
H -0.742 1.605 -0.558
C -0.173 1.254 -1.403
H -1.364 -0.927 2.719
H -1.527 -1.503 -1.128
C -0.369 -0.903 0.830
C 0.101 -0.063 -1.592
C -1.413 -0.964 1.649
H -3.174 1.864 1.344
H -2.452 -1.313 1.415
H -1.719 1.783 1.862
H 1.148 -0.736 2.360
O -2.272 1.980 1.092
*
```

**E_LUMO**: 0.81 eV
**Orbital gap**: 9.54 eV
**Relative energy (zero: lowest compared OMol25 entry of this formula, charge and spin)**: 63.35 kcal per mole

# 11
This record from the OMol25 dataset describes an isolated ion of composition C4H5O2 and charge +1 in a non-equilibrium geometry. The level of theory is the ωB97M-V functional and the def2-TZVPD basis.

Geometry as ORCA input:
```
! wB97M-V def2-TZVPD RIJCOSX def2/J DEFGRID3
* xyz 1 1
C 0.181 1.089 -0.574
C -0.891 -1.314 -0.661
H -0.282 -1.911 -1.345
H -1.157 -1.947 0.180
O 0.922 1.715 0.385
O 0.529 -0.219 1.252
H -0.041 1.633 -1.475
H -1.796 -1.006 -1.187
C -0.169 -0.150 -0.205
C 1.071 0.909 1.374
H 1.633 1.201 2.255
*
```

**E_LUMO**: -4.77 eV
**Orbital gap**: 11.04 eV
**Relative energy (zero: lowest compared OMol25 entry of this formula, charge and spin)**: 11.67 kcal per mole

Electronic energy values, unit Ha, following the record order: -1322.84329 -1145.17763 -4845.14401 -1002.52202 -9782.82770 -5170.05155 -831.90164 -865.84836 -1314.80477 -389.55180 -305.57771.